Below is a molecular structure, C50H48BN12O2SSbTi, with properties calculated with ωB97M-V/def2-TZVPD.

Each line ends with the Löwdin spin population.
Geometry (Å):
Ti -20.5733 -18.5942 3.4852  0.00
C -24.1705 -16.5231 2.3328  0.00
C -23.0336 -17.2998 2.0493  0.00
N -22.2951 -17.3888 3.1797  0.00
N -23.0102 -16.7406 4.2174  0.00
C -24.0955 -16.2344 3.6898  0.00
B -22.3423 -16.8592 5.6161  0.00
N -22.1310 -18.5113 5.9484  0.00
C -21.4508 -18.9680 7.0678  0.00
C -20.6299 -20.0877 6.9990  0.00
C -20.0911 -20.4792 5.7735  0.00
N -20.7450 -20.2335 4.6465  0.00
N -20.8830 -16.3001 5.4917  0.00
C -20.2126 -15.2261 6.0231  0.00
C -18.8601 -15.3086 5.6793  0.00
C -18.8354 -16.3930 4.7832  0.00
N -20.0185 -17.0458 4.7434  0.00
N -23.0036 -16.1769 6.8075  0.00
C -22.5103 -16.1529 8.1496  0.00
C -23.5220 -15.9005 8.9596  0.00
C -24.6637 -15.9561 8.1476  0.00
N -24.3793 -16.1153 6.8659  0.00
H -24.8559 -16.3073 1.5359  0.00
H -22.6332 -17.5640 1.1112  0.00
H -24.8299 -15.8140 4.2768  0.00
H -21.3095 -18.2964 7.9488  0.00
H -20.0927 -20.3978 7.9484  0.00
H -19.1062 -20.9415 5.6463  0.00
H -20.7052 -14.5358 6.7295  0.00
H -18.2146 -14.4969 5.7910  0.00
H -17.9998 -16.7708 4.2529  0.00
H -21.4719 -16.1042 8.4911  0.00
H -23.5279 -15.7759 10.0588  0.00
H -25.6844 -16.0820 8.4507  0.00
C -14.4625 -22.7036 -0.1923  0.00
C -15.5611 -21.7457 0.1999  0.00
C -16.6061 -22.1176 1.0620  0.00
C -17.4047 -21.1807 1.7168  0.00
C -17.4065 -19.8386 1.2753  0.00
C -16.5213 -19.4113 0.2390  0.00
C -15.5897 -20.3387 -0.2496  0.00
S -18.2111 -18.5474 1.9955  0.00
O -17.5018 -17.3435 1.7461  0.00
O -18.5478 -18.9136 3.4673  0.00
N -19.7181 -18.4289 1.4322  0.00
C -20.5086 -19.5008 0.9115  0.00
C -20.6076 -20.0559 -0.3599  0.00
C -21.2582 -21.2407 -0.6141  0.00
C -21.9130 -21.8498 0.4642  0.00
C -21.8123 -21.2647 1.6974  0.00
N -21.1636 -20.0700 1.9350  0.00
H -13.8211 -22.8567 0.6797  0.00
H -13.8978 -22.4013 -1.0234  0.00
H -14.8853 -23.7011 -0.1852  0.00
H -16.7831 -23.1675 1.3278  0.00
H -18.1407 -21.4558 2.4769  0.00
H -16.4428 -18.3495 -0.0435  0.00
H -14.8379 -20.0146 -0.9720  0.00
H -19.9871 -19.7723 -1.1299  0.00
H -21.4568 -21.6274 -1.5905  0.00
H -22.6215 -22.6963 0.3192  0.00
H -22.3576 -21.5822 2.5816  0.00
N -11.6644 -25.3857 4.1493  0.01
C -12.8831 -24.7406 4.3350  0.01
C -13.9966 -25.3872 4.9602  0.01
C -15.2421 -24.7225 4.9829  0.01
C -15.3268 -23.4870 4.4226  0.02
C -14.2426 -22.8471 3.9482  0.03
C -13.0651 -23.4557 3.8221  0.03
H -11.6443 -26.4265 4.2380  0.00
H -11.2270 -24.9886 3.3434  0.00
H -13.9442 -26.4029 5.3173  0.00
H -16.1026 -25.2061 5.4512  0.00
H -16.2733 -23.0057 4.4169  0.00
H -14.3005 -21.8755 3.5730  0.00
H -12.1525 -23.1084 3.3347  0.00
C -9.9990 -26.7158 7.9252  0.02
C -9.5203 -25.4003 8.0081  0.00
C -10.3656 -24.3109 7.6623  0.02
C -11.6971 -24.6097 7.3862  0.08
C -12.1948 -25.8569 7.2720  0.02
C -11.2704 -26.9057 7.4241  0.00
Sb -13.2354 -23.0786 7.3361  0.45
C -14.8595 -23.6080 8.6549  0.07
C -15.9368 -22.7422 8.7603  0.01
C -16.9487 -23.0906 9.7053  0.00
C -16.8892 -24.2800 10.4502  0.01
C -15.8036 -25.0987 10.2883  0.00
C -14.8003 -24.7997 9.3075  0.02
C -12.5291 -21.2485 8.1615  0.08
C -13.1416 -20.7168 9.2661  0.02
C -12.7836 -19.4252 9.6470  0.00
C -11.8171 -18.6874 8.9819  0.02
C -11.2670 -19.1928 7.8135  0.00
C -11.6924 -20.4690 7.3335  0.02
H -9.3523 -27.5583 7.8732  0.00
H -8.5135 -25.0911 8.3324  0.00
H -10.0510 -23.3077 7.8266  0.00
H -13.2414 -26.0761 7.0878  0.00
H -11.6449 -27.9216 7.2568  0.00
H -15.8903 -21.7596 8.2636  0.00
H -17.8466 -22.5067 9.8531  0.00
H -17.6335 -24.5442 11.1682  0.00
H -15.7149 -26.0802 10.7240  0.00
H -13.8973 -25.4477 9.3643  0.00
H -13.8167 -21.3321 9.8558  0.00
H -13.3192 -18.9350 10.4852  0.00
H -11.5961 -17.5910 9.2593  0.00
H -10.5949 -18.5612 7.2342  0.00
H -11.2431 -20.8640 6.4008  0.00
C -24.3440 -19.5592 5.3276  0.00
C -22.7739 -19.4174 5.2350  0.00
N -22.1330 -20.3483 4.6580  0.00
H -24.6251 -19.7687 4.2598  0.00
H -24.8536 -18.6811 5.7147  0.00
H -24.6101 -20.4879 5.8686  0.00

Values from the calculation:
Energy above the lowest of the compared OMol25 structures with the same formula, charge and spin: 139.8 kcal per mole
Electronic energy: -4253.47775 a.u.
Spin multiplicity: 2
HOMO (spin up / spin down): -14.08 / -14.08 eV
Charge: +3



Below is 8 unconnected molecules or ions with the total composition C50H48BrClNO30P2S, with properties calculated with ωB97M-V/def2-TZVPD.

Each line ends with the Mulliken charge.
Geometry (Å):
C -3.5752 2.7823 1.3900  -0.67
C -3.7843 1.1296 1.5048  -0.68
C -2.4063 0.2872 1.7322  -0.27
C -1.2802 0.8758 0.6748  -0.49
P -1.8239 -0.0722 3.4839  0.99
N -0.5549 -1.2318 2.9258  -0.26
Cl -1.2211 -0.6157 5.4806  -0.10
C -3.0165 1.1998 4.3286  -0.26
O -2.7461 1.1789 5.8075  -0.23
C -2.5516 2.5427 6.3199  -0.64
C -0.4930 1.3218 3.5267  -0.37
C 1.0357 0.7983 3.1588  0.34
O 1.6420 0.9609 1.9709  -0.63
Br 2.2109 -0.1181 4.5552  -0.19
P -3.3538 -1.6596 3.6306  0.37
S -2.8869 -3.3029 2.7051  -0.51
H -2.6178 3.1530 1.9560  0.21
H -4.5683 3.3423 1.7443  0.21
H -3.4029 3.0544 0.2406  -0.03
H -4.1277 0.8403 0.3934  0.24
H -4.6991 0.8207 2.1644  0.38
H -2.6636 -0.7871 1.2636  0.14
H -0.3929 0.1149 0.5757  0.20
H -1.8237 0.8683 -0.3888  -0.34
H -0.9636 1.9832 0.8578  0.15
H -0.4476 -2.0292 3.5931  0.17
H -0.7395 -1.5386 1.9489  0.02
H -2.8232 2.3089 4.0124  0.36
H -4.1587 0.8718 4.2584  0.08
H -2.5496 2.4496 7.5102  0.21
H -1.4712 2.9713 6.0544  0.21
H -3.3353 3.3319 5.9497  0.25
H -0.4175 1.6135 4.6849  0.27
H -0.8053 2.3143 2.9962  0.20
H -4.6868 -1.1768 3.2549  0.00
H -3.4547 -1.9710 5.0598  0.08
C 2.2338 -2.9358 9.6183  -0.82
C 2.1094 -2.5759 8.3393  0.29
C 1.4114 -3.4480 7.3545  0.80
O 1.2962 -3.0819 6.1902  -0.32
C 0.8844 -4.7375 7.8279  -1.09
C 1.0120 -5.0988 9.1062  0.46
C 1.6855 -4.2144 10.0963  0.98
O 1.7712 -4.5658 11.2682  -0.64
O 0.5214 -6.3105 9.5572  -0.59
O 2.6246 -1.3768 7.8821  -0.59
H 2.7368 -2.3106 10.3452  0.44
H 0.3952 -5.3696 7.0980  0.48
H 0.7357 -6.3383 10.5152  0.34
H 2.4050 -1.3464 6.9255  0.21
C 1.7266 -3.8051 0.0310  -0.65
C 2.4071 -4.8118 -0.5205  0.19
C 1.7385 -6.0937 -0.8775  0.98
O 2.3860 -6.9939 -1.4004  -0.61
C 0.3045 -6.2298 -0.5779  -0.89
C -0.3751 -5.2242 -0.0233  0.20
C 0.2876 -3.9330 0.3081  0.54
O -0.3675 -3.0204 0.8004  -0.30
O -1.7223 -5.3463 0.2634  -0.64
O 3.7604 -4.7000 -0.7815  -0.48
H 2.1995 -2.8671 0.2935  0.57
H -0.1651 -7.1730 -0.8261  0.44
H -1.9842 -4.4857 0.6575  0.15
H 4.0209 -5.5583 -1.1811  0.19
C 5.9694 -4.5207 4.4984  -0.69
C 4.9262 -3.7927 4.0953  -0.06
C 4.7857 -3.3615 2.6768  1.02
O 3.8065 -2.7093 2.3322  -0.43
C 5.8494 -3.7392 1.7331  -1.04
C 6.8942 -4.4642 2.1372  0.43
C 7.0204 -4.9185 3.5493  0.92
O 7.9831 -5.5995 3.8867  -0.64
O 7.8988 -4.8203 1.2562  -0.59
O 3.9357 -3.4128 4.9822  -0.29
H 6.0829 -4.8429 5.5259  0.45
H 5.7438 -3.4041 0.7092  0.43
H 8.5389 -5.3422 1.7876  0.34
H 3.2927 -2.8961 4.4495  0.13
C -2.2193 2.2003 -3.7010  -0.57
C -1.9909 2.4656 -4.9887  0.23
C -2.7011 1.7260 -6.0687  0.82
O -2.4844 2.0050 -7.2426  -0.64
C -3.6461 0.6697 -5.6742  -0.87
C -3.8717 0.4022 -4.3865  0.22
C -3.1822 1.1605 -3.3068  0.75
O -3.4241 0.9042 -2.1320  -0.44
O -4.7565 -0.5911 -4.0087  -0.60
O -1.0853 3.4397 -5.3669  -0.51
H -1.7118 2.7317 -2.9057  0.55
H -4.1420 0.1278 -6.4693  0.43
H -4.7465 -0.5897 -3.0267  0.35
H -1.0999 3.4424 -6.3487  0.33
C 5.0037 -8.0030 -4.0473  -0.88
C 4.8351 -8.6957 -5.1753  0.44
C 4.6838 -8.0104 -6.4888  0.86
O 4.5493 -8.6742 -7.5107  -0.62
C 4.6974 -6.5393 -6.5041  -0.86
C 4.8626 -5.8467 -5.3756  0.35
C 5.0415 -6.5326 -4.0665  0.96
O 5.2096 -5.8691 -3.0488  -0.60
O 4.8737 -4.4639 -5.3824  -0.57
O 4.7959 -10.0779 -5.1649  -0.57
H 5.1172 -8.4883 -3.0861  0.41
H 4.5685 -6.0536 -7.4629  0.41
H 5.0092 -4.1995 -4.4463  0.34
H 4.6665 -10.3423 -6.1017  0.35
C -2.4517 6.7993 -1.4753  -0.89
C -2.4390 8.1136 -1.7059  0.59
C -1.4176 8.7332 -2.5950  0.76
O -1.4428 9.9412 -2.8030  -0.73
C -0.4003 7.8545 -3.1930  -0.76
C -0.4110 6.5408 -2.9594  0.28
C -1.4488 5.9179 -2.0928  0.81
O -1.4437 4.7049 -1.9116  -0.50
O 0.5437 5.7095 -3.5160  -0.63
O -3.3768 8.9488 -1.1270  -0.61
H -3.1897 6.3354 -0.8331  0.49
H 0.3469 8.3203 -3.8227  0.46
H 0.3206 4.8072 -3.1991  0.32
H -3.1573 9.8502 -1.4488  0.36
C -3.4784 10.8790 -7.2764  -0.81
C -3.3766 10.2841 -6.0863  0.36
C -3.4993 8.8065 -5.9470  0.93
O -3.3824 8.2866 -4.8429  -0.48
C -3.7650 8.0195 -7.1613  -1.02
C -3.8701 8.6150 -8.3509  0.38
C -3.7200 10.0892 -8.4936  0.90
O -3.8036 10.6058 -9.6028  -0.62
O -4.1225 7.8817 -9.4958  -0.57
O -3.1522 11.0201 -4.9374  -0.58
H -3.3891 11.9518 -7.3923  0.43
H -3.8697 6.9486 -7.0434  0.49
H -4.1520 8.5388 -10.2251  0.34
H -3.1167 10.3625 -4.2090  0.23

Values from the calculation:
Electronic energy: -8360.96497 a.u.
Spin multiplicity: 1
HOMO: -4.82 eV
Charge: -1



Question: Among the records above, which one has the lowest electronic energy?
Answer: C50H48BrClNO30P2S



Question: The lowest charge belongs to which entry?
Answer: C50H48BrClNO30P2S



Question: The lowest electronic energy belongs to which entry?
Answer: C50H48BrClNO30P2S